Arrangement w

C4H9NO | ωB97M-V/def2-TZVPD

The geometry in ORCA input format:
```
! wB97M-V def2-TZVPD RIJCOSX def2/J DEFGRID3
* xyz 0 1
C -1.694 -0.520 -0.282
C -0.502 1.272 0.001
O -0.409 1.633 1.178
C 0.241 0.114 -0.470
C 2.082 0.162 -0.008
N 0.913 -0.546 0.604
H -2.234 -0.311 0.646
H -2.305 -0.243 -1.147
H -1.465 -1.592 -0.340
H -1.045 1.848 -0.762
H 0.579 -0.060 1.455
H 0.317 -0.249 -1.482
H 2.580 0.782 0.734
H 2.731 -0.558 -0.504
H 0.861 -1.562 0.682
*
```

- Lowest unoccupied orbital energy: 0.667 eV


Arrangement x

C4H9NO | ωB97M-V/def2-TZVPD

The geometry in ORCA input format:
```
! wB97M-V def2-TZVPD RIJCOSX def2/J DEFGRID3
* xyz 0 1
C 0.298 1.736 0.549
N 1.243 0.783 0.223
C 0.656 -0.355 -0.562
C -0.125 -1.357 0.379
C -1.240 -2.033 -0.389
O -0.728 1.887 -0.072
H 0.611 2.344 1.403
H 1.752 0.314 0.956
H -0.017 0.014 -1.319
H 1.418 -0.951 -1.062
H 0.637 -2.043 0.749
H -0.489 -0.725 1.202
H -1.134 -1.906 -1.464
H -2.225 -1.685 -0.067
H -1.165 -3.114 -0.264
*
```

- Lowest unoccupied orbital energy: 0.976 eV
- SMILES string: CCCNC=O


Arrangement y

C4H9NO | ωB97M-V/def2-TZVPD

The geometry in ORCA input format:
```
! wB97M-V def2-TZVPD RIJCOSX def2/J DEFGRID3
* xyz 0 1
C -1.514 0.811 1.321
C 0.585 -0.660 -0.724
C -0.547 -0.485 -1.683
N 1.329 0.315 -0.378
C 2.365 -0.002 0.530
O 2.969 -1.046 0.568
H -1.973 -0.066 0.855
H -2.221 1.642 1.307
H -1.245 0.570 2.352
H 0.754 -1.662 -0.308
H -0.223 -0.792 -2.685
H -0.859 0.561 -1.725
H -1.397 -1.116 -1.405
H -0.617 1.093 0.769
H 2.595 0.838 1.207
*
```

- Lowest unoccupied orbital energy: 0.277 eV
- SMILES string: C/C=N/C=O.C


Arrangement z

C4H9NO | ωB97M-V/def2-TZVPD

The geometry in ORCA input format:
```
! wB97M-V def2-TZVPD RIJCOSX def2/J DEFGRID3
* xyz 0 1
C 1.671 -0.902 -0.462
C 0.543 -0.027 -0.978
N -0.770 -0.654 -0.861
C -0.570 0.644 -0.232
C -0.640 0.751 1.269
O -1.960 0.731 1.776
H 1.607 -1.122 0.606
H 1.594 -1.861 -0.986
H 2.662 -0.489 -0.676
H 0.799 0.491 -1.903
H -1.312 -0.595 -1.716
H -1.053 1.487 -0.735
H -0.232 1.725 1.559
H -0.019 -0.029 1.729
H -2.320 -0.150 1.610
*
```

- Lowest unoccupied orbital energy: 1.117 eV
- SMILES string: C[C@H]1N[C@H]1CO


Energies relative to the minimum, kJ/mol: arrangement w 502.0; arrangement x 0.0; arrangement y 53.6; arrangement z 99.1


Arrangement w

C4H9NO | ωB97M-V/def2-TZVPD

The geometry in ORCA input format:
```
! wB97M-V def2-TZVPD RIJCOSX def2/J DEFGRID3
* xyz 0 1
C -0.496 1.523 1.178
C -0.859 0.586 0.013
N 0.032 -0.419 -0.308
C 1.458 -0.206 -0.050
C -0.528 -1.522 -1.116
O -1.961 0.672 -0.485
H -1.258 1.396 1.945
H -0.371 2.550 0.835
H 0.440 1.296 1.687
H 1.634 -0.321 1.020
H 2.052 -0.930 -0.606
H 1.715 0.797 -0.371
H -1.606 -1.473 -1.110
H -0.300 -2.452 -0.588
H 0.047 -1.496 -2.045
*
```

- Lowest unoccupied orbital energy: 0.849 eV
- SMILES string: CC(=O)N(C)C


Arrangement x

C4H9NO | ωB97M-V/def2-TZVPD

The geometry in ORCA input format:
```
! wB97M-V def2-TZVPD RIJCOSX def2/J DEFGRID3
* xyz 0 1
C -1.882 0.193 -0.368
C -0.604 0.434 0.367
O -0.942 0.281 1.718
C 0.484 -0.445 -0.177
C 1.778 0.238 -0.610
N 1.709 -0.635 0.529
H -2.656 0.835 0.057
H -1.729 0.381 -1.429
H -2.148 -0.856 -0.222
H -0.299 1.469 0.180
H -0.219 -0.135 2.192
H 0.161 -1.368 -0.692
H 2.137 1.243 -0.335
H 2.059 -0.104 -1.597
H 2.154 -1.530 0.388
*
```

- Lowest unoccupied orbital energy: 1.068 eV
- SMILES string: C[C@@H](O)[C@H]1CN1


Energies relative to the minimum, kJ/mol: arrangement w 0.0; arrangement x 136.9


Arrangement w

C4H9NO | ωB97M-V/def2-TZVPD

The geometry in ORCA input format:
```
! wB97M-V def2-TZVPD RIJCOSX def2/J DEFGRID3
* xyz 0 1
C -0.845 -1.472 0.795
C -0.456 -0.576 -0.353
C -0.884 0.879 -0.381
C 0.554 0.509 -0.163
O 1.071 0.674 1.134
N 1.476 0.695 -1.240
H -0.770 -0.937 1.746
H -0.179 -2.340 0.855
H -1.870 -1.839 0.680
H -0.412 -1.056 -1.328
H 0.767 1.530 1.461
H -1.157 1.320 -1.334
H -1.451 1.234 0.479
H 2.085 -0.117 -1.303
H 2.072 1.495 -1.049
*
```

- Lowest unoccupied orbital energy: 0.939 eV
- SMILES string: C[C@H]1C[C@@]1(N)O


Arrangement x

C4H9NO | ωB97M-V/def2-TZVPD

The geometry in ORCA input format:
```
! wB97M-V def2-TZVPD RIJCOSX def2/J DEFGRID3
* xyz 0 1
C -2.340 0.448 0.229
C -1.079 0.054 -0.495
N -0.048 1.123 -0.646
C 0.170 0.067 0.239
C 0.971 -0.386 1.188
O 2.911 -0.837 -1.092
H -2.845 -0.447 0.608
H -2.077 1.078 1.084
H -3.031 1.000 -0.414
H -1.185 -0.646 -1.325
H 0.496 1.048 -1.504
H 2.148 -1.160 -0.596
H 0.710 -1.270 1.759
H 1.887 0.140 1.442
H 3.311 -0.211 -0.477
*
```

- Lowest unoccupied orbital energy: 0.936 eV
- SMILES string: C=C1N[C@@H]1C.O


Arrangement y

C4H9NO | ωB97M-V/def2-TZVPD

The geometry in ORCA input format:
```
! wB97M-V def2-TZVPD RIJCOSX def2/J DEFGRID3
* xyz 0 1
C -0.771 -0.146 -0.341
C -0.743 1.360 -0.286
O -0.573 1.991 0.731
C 0.602 -0.639 -0.781
C 1.809 -0.309 0.014
N 1.221 -1.646 0.074
H -2.859 0.493 2.141
H -1.540 -0.492 -1.041
H -0.984 -0.542 0.656
H -0.829 1.888 -1.260
H -2.294 0.963 2.026
H 0.742 -0.732 -1.857
H 1.703 0.288 0.918
H 2.750 -0.174 -0.517
H 1.766 -2.302 -0.477
*
```

- Lowest unoccupied orbital energy: 0.966 eV
- SMILES string: O=CC[C@H]1CN1.[H][H]


Energies relative to the minimum, kJ/mol: arrangement w 0.0; arrangement x 116.0; arrangement y 158.8


Arrangement w

C3H4N2O2S | ωB97M-V/def2-TZVPD

The geometry in ORCA input format:
```
! wB97M-V def2-TZVPD RIJCOSX def2/J DEFGRID3
* xyz 0 1
C 0.746 -0.153 1.078
C -0.492 1.807 0.874
C 0.084 -0.634 -0.116
N 0.422 0.995 1.501
N -0.273 1.952 -0.570
O -1.297 2.374 1.597
O -1.035 0.378 -2.354
S 0.173 0.620 -1.623
H 1.468 -0.747 1.615
H 0.205 -1.605 -0.605
H -0.904 -0.492 0.067
H -0.816 2.699 -0.919
*
```

- Lowest unoccupied orbital energy: -0.406 eV


Arrangement x

C3H4N2O2S | ωB97M-V/def2-TZVPD

The geometry in ORCA input format:
```
! wB97M-V def2-TZVPD RIJCOSX def2/J DEFGRID3
* xyz 0 1
C -0.192 0.656 -0.049
C 2.153 0.820 -0.010
C 1.674 -0.593 -0.100
H -1.894 -1.507 0.933
H 0.766 2.365 0.348
H 3.172 0.599 0.868
H 2.763 1.099 -1.041
N -1.396 0.856 -0.116
N 0.932 1.461 0.129
O 2.333 -1.628 -0.057
O 0.188 -0.615 0.102
S -2.722 -0.383 -0.038
*
```

- Lowest unoccupied orbital energy: 0.124 eV


Arrangement y

C3H4N2O2S | ωB97M-V/def2-TZVPD

The geometry in ORCA input format:
```
! wB97M-V def2-TZVPD RIJCOSX def2/J DEFGRID3
* xyz 0 1
C -0.583 0.547 1.360
C -0.417 0.771 -1.126
C 0.628 -1.208 -0.022
H 0.061 0.797 4.181
H -1.624 0.990 1.321
H -1.307 1.440 -1.093
H 0.799 -1.553 1.133
N 0.080 0.178 2.375
N 0.086 0.186 0.004
O -0.868 0.587 3.500
O 0.941 -1.816 -1.017
S 0.160 0.309 -2.708
*
```

- Lowest unoccupied orbital energy: -0.463 eV
- SMILES string: O=CN(C=S)/C=N/O


Energies relative to the minimum, kJ/mol: arrangement w 0.0; arrangement x 163.5; arrangement y 258.6


Arrangement w

C6H14O | ωB97M-V/def2-TZVPD

The geometry in ORCA input format:
```
! wB97M-V def2-TZVPD RIJCOSX def2/J DEFGRID3
* xyz 0 1
C -1.807 -1.125 -0.819
C -2.200 -0.219 0.354
C -1.387 1.081 0.474
C 0.050 0.881 0.986
C 1.109 0.577 -0.076
O 1.972 -0.415 0.438
C 3.088 -0.653 -0.377
H -2.391 -2.051 -0.828
H -0.746 -1.405 -0.796
H -1.994 -0.625 -1.776
H -3.267 0.035 0.275
H -2.093 -0.772 1.297
H -1.396 1.617 -0.488
H -1.903 1.742 1.178
H 0.069 0.044 1.695
H 0.373 1.755 1.562
H 0.645 0.234 -1.015
H 1.691 1.478 -0.327
H 2.799 -0.912 -1.410
H 3.633 -1.491 0.064
H 3.756 0.223 -0.412
*
```

- Lowest unoccupied orbital energy: 1.145 eV
- SMILES string: CCCCCOC


Arrangement x

C6H14O | ωB97M-V/def2-TZVPD

The geometry in ORCA input format:
```
! wB97M-V def2-TZVPD RIJCOSX def2/J DEFGRID3
* xyz 0 1
C 1.700 -0.096 -1.926
C 1.786 -0.616 -0.493
C 0.870 0.150 0.476
C -0.558 0.084 0.018
C -1.175 1.158 -0.475
C -1.282 -1.216 0.192
H 2.573 -0.419 -2.495
H 1.641 0.991 -1.978
H 0.820 -0.492 -2.434
H 1.590 -1.688 -0.470
H 2.814 -0.474 -0.150
H 0.952 -0.249 1.490
H 1.216 1.186 0.478
H -2.195 1.079 -0.835
H -0.793 2.154 -0.287
H -0.829 -2.003 -0.420
H -1.220 -1.574 1.219
H -2.322 -1.088 -0.097
H -2.354 1.423 3.206
H -1.478 0.968 2.044
O -1.755 0.722 2.937
*
```

- Lowest unoccupied orbital energy: 0.856 eV
- SMILES string: C=C(C)CCC.O


Arrangement y

C6H14O | ωB97M-V/def2-TZVPD

The geometry in ORCA input format:
```
! wB97M-V def2-TZVPD RIJCOSX def2/J DEFGRID3
* xyz 0 1
C -3.697 0.218 0.418
C -2.438 -0.464 -0.060
C -1.188 0.184 0.061
O -0.073 -0.477 0.215
C 1.137 0.261 -0.057
C 2.295 -0.712 -0.037
C 3.613 0.008 -0.315
H -3.654 1.297 0.224
H -4.566 -0.168 -0.121
H -3.889 0.083 1.492
H -2.401 -1.550 -0.121
H -1.938 0.026 -1.214
H -1.167 1.263 0.214
H -0.956 0.634 -1.868
H 1.247 1.039 0.711
H 1.002 0.728 -1.040
H 2.113 -1.482 -0.795
H 2.330 -1.217 0.935
H 3.834 0.749 0.463
H 3.582 0.532 -1.277
H 4.446 -0.699 -0.346
*
```

- Lowest unoccupied orbital energy: 0.749 eV


Arrangement z

C6H14O | ωB97M-V/def2-TZVPD

The geometry in ORCA input format:
```
! wB97M-V def2-TZVPD RIJCOSX def2/J DEFGRID3
* xyz 0 1
C -1.176 -2.618 2.413
C -0.846 -0.960 2.088
C 0.391 -0.775 1.402
C 0.451 -1.470 -0.065
C -0.801 0.002 -1.547
C -0.865 -0.905 -0.628
H -1.997 -2.413 3.105
H -1.263 -3.020 1.401
H -0.382 -3.109 2.883
H -0.959 -0.447 3.106
H -1.738 -0.835 1.461
H 0.410 0.331 1.264
H 1.340 -1.061 1.907
H 1.192 -0.930 -0.620
H 0.670 -2.506 0.073
H -0.019 0.726 -1.471
H -1.702 0.203 -2.153
H -1.860 -1.287 -0.445
H 2.192 4.636 -3.579
H 2.936 5.667 -2.669
O 2.281 5.549 -3.281
*
```

- Lowest unoccupied orbital energy: 0.795 eV
- SMILES string: C=CCCCC.O


Energies relative to the minimum, kJ/mol: arrangement w 11.9; arrangement x 0.0; arrangement y 455.2; arrangement z 252.7


Arrangement w

C6H14O | ωB97M-V/def2-TZVPD

The geometry in ORCA input format:
```
! wB97M-V def2-TZVPD RIJCOSX def2/J DEFGRID3
* xyz 0 1
C -3.349 0.143 -0.778
C -2.233 -0.034 0.250
C -0.956 -0.568 -0.399
C 0.306 -0.474 0.472
C 1.479 -0.010 -0.373
O 2.648 0.059 0.402
C 3.721 0.575 -0.339
H -3.651 -0.818 -1.210
H -3.003 0.780 -1.602
H -4.235 0.615 -0.342
H -2.016 0.933 0.724
H -2.555 -0.703 1.059
H -1.116 -1.603 -0.728
H -0.791 0.010 -1.321
H 0.550 -1.436 0.938
H 0.160 0.244 1.289
H 1.625 -0.695 -1.228
H 1.247 0.984 -0.797
H 3.944 -0.050 -1.219
H 4.597 0.596 0.314
H 3.511 1.598 -0.692
*
```

- Lowest unoccupied orbital energy: 1.137 eV
- SMILES string: CCCCCOC


Arrangement x

C6H14O | ωB97M-V/def2-TZVPD

The geometry in ORCA input format:
```
! wB97M-V def2-TZVPD RIJCOSX def2/J DEFGRID3
* xyz 0 1
C 2.347 -1.450 -0.527
O 1.936 -0.617 0.546
C 1.500 0.600 0.154
C -0.703 0.401 0.078
C -1.175 1.816 0.349
C -1.294 -0.163 -1.213
C -0.855 -0.558 1.234
H 3.003 -0.899 -1.209
H 1.478 -1.821 -1.086
H 2.877 -2.299 -0.088
H 0.515 0.601 -0.517
H 1.335 1.199 1.055
H -0.824 2.181 1.321
H -2.273 1.865 0.348
H -0.814 2.510 -0.421
H -0.906 -1.166 -1.425
H -1.075 0.477 -2.076
H -2.386 -0.241 -1.123
H -0.188 -1.421 1.122
H -1.887 -0.934 1.292
H -0.611 -0.081 2.189
*
```

- Lowest unoccupied orbital energy: 0.846 eV


Energies relative to the minimum, kJ/mol: arrangement w 0.0; arrangement x 333.2


Arrangement w

C6H14O | ωB97M-V/def2-TZVPD

The geometry in ORCA input format:
```
! wB97M-V def2-TZVPD RIJCOSX def2/J DEFGRID3
* xyz 0 1
C 1.949 -2.970 1.358
C 1.899 -1.681 0.592
C 0.852 -0.860 0.612
O 0.851 0.336 -0.037
C -0.433 0.880 -0.286
C -0.263 2.268 -0.875
C -1.610 2.929 -1.159
H 0.999 -3.170 1.867
H 2.162 -3.820 0.699
H 2.737 -2.952 2.122
H 2.768 -1.394 0.003
H -2.289 -2.313 0.170
H -0.056 -1.090 1.174
H -2.339 -1.693 -0.238
H -1.007 0.929 0.654
H -0.990 0.232 -0.983
H 0.325 2.185 -1.797
H 0.323 2.875 -0.174
H -2.203 3.037 -0.243
H -2.200 2.343 -1.873
H -1.474 3.928 -1.584
*
```

- Lowest unoccupied orbital energy: 1.185 eV
- SMILES string: C/C=C/OCCC.[H][H]


Arrangement x

C6H14O | ωB97M-V/def2-TZVPD

The geometry in ORCA input format:
```
! wB97M-V def2-TZVPD RIJCOSX def2/J DEFGRID3
* xyz 0 1
C 1.775 0.736 0.865
C 0.667 1.069 -0.174
C -0.560 0.187 0.007
C -0.468 -1.266 -0.362
C -1.077 -1.953 -1.352
C -1.440 -3.433 -1.561
H 2.175 -0.265 0.828
H 2.595 1.425 0.615
H 1.460 0.994 1.886
H 0.374 2.104 -0.020
H 1.189 0.924 -1.127
H -0.889 0.265 1.081
H -1.465 0.608 -0.491
H 0.474 -1.734 -0.029
H -1.787 -1.273 -1.822
H -2.193 -3.352 -2.349
H -0.632 -4.037 -1.940
H -1.965 -3.812 -0.690
H 0.133 4.700 2.651
H 0.665 3.724 1.678
O 0.968 4.392 2.306
*
```

- Lowest unoccupied orbital energy: 0.792 eV
- SMILES string: C/C=C/CCC.O


Energies relative to the minimum, kJ/mol: arrangement w 17.9; arrangement x 0.0


Arrangement w

C6H14O | ωB97M-V/def2-TZVPD

The geometry in ORCA input format:
```
! wB97M-V def2-TZVPD RIJCOSX def2/J DEFGRID3
* xyz 0 1
C 1.782 1.453 0.692
O 3.005 0.921 1.164
C 0.470 0.628 0.914
C 0.222 -0.498 -0.076
C -1.079 -1.366 0.034
C -1.910 -1.374 -1.186
C -2.601 0.023 -1.406
H 1.792 2.338 1.309
H 2.034 1.523 -0.348
H 3.637 1.344 0.487
H -0.425 1.461 0.959
H 0.590 0.180 1.952
H 1.108 -1.144 -0.071
H 0.263 -0.130 -1.114
H -1.742 -1.093 0.880
H -0.802 -2.363 0.329
H -1.267 -1.601 -2.108
H -2.616 -2.306 -1.240
H -2.653 0.531 -0.472
H -1.722 0.676 -1.869
H -3.547 0.025 -1.848
*
```

- Lowest unoccupied orbital energy: 0.935 eV
- SMILES string: CCCCCCO


Arrangement x

C6H14O | ωB97M-V/def2-TZVPD

The geometry in ORCA input format:
```
! wB97M-V def2-TZVPD RIJCOSX def2/J DEFGRID3
* xyz 0 1
C 0.928 -1.391 1.438
C 1.890 -0.239 1.564
C 2.290 0.349 0.198
C 1.105 0.836 -0.585
C 0.777 0.387 -1.781
C -0.494 0.650 -2.539
H 0.063 -1.230 0.801
H 0.551 -1.771 2.387
H 1.362 -2.243 0.922
H 2.796 -0.612 2.053
H 1.501 0.528 2.207
H 2.911 -0.387 -0.310
H 2.963 1.187 0.399
H 0.649 1.683 -0.088
H 1.411 -0.299 -2.339
H -0.347 0.954 -3.576
H -1.083 1.453 -2.085
H -1.078 -0.266 -2.548
H -6.596 -0.183 1.793
H -5.375 0.496 1.136
O -6.226 0.098 0.953
*
```

- Lowest unoccupied orbital energy: 0.791 eV
- SMILES string: C/C=C/CCC.O


Energies relative to the minimum, kJ/mol: arrangement w 113.8; arrangement x 0.0